The following is a quantum chemistry calculation of a structure of composition C28H52Cl2GeNO5PPtSi3 at a distorted geometry, from the Open Molecules 2025 dataset.

Each line ends with the Löwdin spin population.
CARTESIAN COORDINATES (ANGSTROEM)
Pt -1.10045 0.81920 -0.39879  0.652
Cl 3.23488 3.19761 5.28897  -0.001
C 2.23036 2.16111 4.33398  -0.001
C 0.86105 2.01851 4.71994  0.004
C 0.01692 1.25546 3.99958  -0.002
Cl -1.64785 1.14479 4.43288  0.001
C 0.43194 0.50863 2.80950  0.013
O -0.39873 -0.17942 2.20717  0.038
C 1.86151 0.65390 2.46768  0.001
C 2.52587 0.03303 1.44302  0.008
O 2.10027 -0.84188 0.57676  0.007
C 2.70774 1.51531 3.26091  0.004
H 0.50293 2.54862 5.59292  0.000
H 3.58472 0.28525 1.35856  0.000
H 3.74816 1.62384 2.98166  0.000
C -0.67321 0.01532 -5.35646  -0.005
C -0.94510 -1.03075 -4.49280  0.004
C -1.06709 -0.76851 -3.13943  0.008
N -0.92733 0.45325 -2.62367  0.108
C -0.65614 1.46028 -3.46247  0.004
C -0.52571 1.28687 -4.82698  0.004
H -0.57781 -0.15556 -6.42035  0.000
H -1.06968 -2.04156 -4.85578  0.001
H -1.28417 -1.56190 -2.43850  0.002
H -0.51881 2.43410 -3.01755  0.000
H -0.30656 2.13795 -5.45635  0.001
C 0.03499 5.45347 1.67930  0.000
C -0.20583 3.96663 1.79393  0.004
O 0.77310 3.23327 1.01610  0.020
P 0.30641 2.61591 -0.38958  0.025
O 1.70695 2.42502 -1.10713  0.002
C 2.70601 3.48338 -1.14339  0.000
C 3.82004 3.17602 -0.17329  0.000
O -0.29201 3.92414 -1.12442  0.003
C -1.69519 4.11499 -1.39560  0.001
C -1.84461 4.92949 -2.65796  0.000
H -0.66369 5.98987 2.32281  0.000
H -0.09614 5.79833 0.65441  0.000
H 1.04825 5.69532 2.00095  0.000
H -1.21549 3.69015 1.47207  0.004
H -0.09031 3.62823 2.82018  0.000
H 2.23037 4.43758 -0.91913  0.000
H 3.06238 3.50894 -2.17196  0.000
H 3.44132 3.16619 0.84793  0.000
H 4.59690 3.93775 -0.24899  0.000
H 4.27120 2.20891 -0.40266  0.000
H -2.13433 4.64316 -0.54655  0.000
H -2.18629 3.13959 -1.47279  0.001
H -1.34569 5.89232 -2.55319  0.000
H -2.90165 5.10934 -2.85524  0.000
H -1.41891 4.41491 -3.51956  0.000
C -2.70827 -0.49555 0.06184  0.015
H -3.46578 -0.53302 -0.71557  0.001
H -3.03950 -0.00495 0.98122  0.013
C -2.37446 -5.20200 -1.37041  0.000
Si -3.07244 -3.48445 -1.03330  0.007
C -3.56518 -2.82020 -2.72261  0.000
C -4.55989 -3.53892 0.10412  0.004
Ge -1.61470 -1.99215 0.24873  0.038
Si 3.19703 -1.55307 -0.56225  0.001
C 4.77795 -1.84586 0.37150  0.000
C 3.41834 -0.36761 -1.97630  0.000
C 2.38313 -3.14467 -1.05363  0.000
Si -1.10219 -3.06689 2.36844  0.004
C -1.57250 -4.86195 2.12372  0.001
C 0.69839 -3.04916 2.89240  0.000
C -2.24944 -2.26955 3.62164  0.001
H -2.91184 -5.65061 -2.21045  0.000
H -2.46778 -5.88483 -0.52615  0.000
H -1.32017 -5.14832 -1.64951  0.000
H -4.47084 -3.34133 -3.04636  0.000
H -2.79112 -3.05193 -3.45599  0.000
H -3.77415 -1.75061 -2.76072  0.000
H -5.40788 -3.92927 -0.46516  0.001
H -4.82733 -2.55173 0.48038  0.000
H -4.40546 -4.19727 0.95875  0.000
H 5.35656 -0.93295 0.52457  0.000
H 5.41087 -2.53197 -0.19652  0.000
H 4.59002 -2.30306 1.34535  0.000
H 3.08743 0.63636 -1.69915  0.000
H 2.84532 -0.67483 -2.85125  0.000
H 4.46939 -0.31234 -2.26754  0.000
H 2.11739 -3.74664 -0.18187  0.000
H 3.07259 -3.72944 -1.66870  0.000
H 1.48040 -2.98096 -1.64405  0.000
H -0.92656 -5.37603 1.41047  0.000
H -2.60845 -5.00919 1.82275  0.000
H -1.44644 -5.34443 3.09844  0.000
H 1.24172 -3.88163 2.43886  0.000
H 0.75034 -3.18483 3.97610  0.000
H 1.20632 -2.12239 2.64491  0.000
H -3.07592 -2.94193 3.86122  0.000
H -2.65557 -1.32440 3.26674  0.000
H -1.70486 -2.05982 4.54468  0.000

Values from the calculation:
Frontier orbital gap (spin up / spin down), hartree: 0.2425 / 0.2551
Total charge: +1
M, g/mol: 936.552
ΔE to the lowest compared entry with this formula, charge and spin, kJ/mol: 123.9
Energy, Ha: -5855.4542
HOMO level (spin up / spin down), Eh: -0.3679 / -0.3827
2S+1: 2

=====

The following is a quantum chemistry calculation of a structure of composition C28H52IrP2 at a distorted geometry, from the Open Molecules 2025 dataset.

Each line ends with the Löwdin spin population.
CARTESIAN COORDINATES (ANGSTROEM)
Ir -0.17557 0.41649 0.02246  0.936
C -1.23632 1.71176 -1.33971  0.106
C -1.25959 0.89838 -2.61207  0.237
C -3.07064 0.26361 -1.37619  0.270
C -2.47939 1.33627 -0.66253  0.164
C -2.34167 0.02215 -2.57521  0.087
C -0.82047 3.15105 -1.33100  0.022
H 0.07814 3.34390 -1.91508  0.001
H -0.63246 3.50126 -0.31141  0.006
H -1.62151 3.77136 -1.74363  0.004
C -3.31871 2.29678 0.08347  0.017
H -2.74650 3.08195 0.57146  0.002
H -3.94987 1.82035 0.83146  0.002
H -4.01125 2.79930 -0.61743  0.008
C -4.40760 -0.29831 -1.10919  0.043
H -5.19253 0.28114 -1.61853  0.018
H -4.65349 -0.30697 -0.03953  0.004
H -4.49102 -1.33443 -1.45724  0.004
C -2.84071 -0.77234 -3.71744  0.004
H -3.70951 -0.27787 -4.15813  0.002
H -3.16393 -1.77201 -3.43487  0.001
H -2.09616 -0.88371 -4.50099  0.000
C -0.48161 1.19445 -3.82583  0.037
H -1.10590 1.67638 -4.60459  0.014
H -0.07991 0.28810 -4.29831  0.008
H 0.36387 1.87849 -3.64395  0.001
C 3.61362 -0.04849 1.83375  0.312
C 3.60222 1.00028 0.87962  0.300
C 4.63040 1.01753 -0.30636  0.021
C 4.67218 -0.27198 -1.13417  0.003
C 3.32280 -0.99375 -1.05655  -0.001
C 3.11568 -2.00356 -0.19324  0.002
C 4.14537 -2.40050 0.88574  0.012
C 4.61196 -1.19001 1.79040  0.041
H 5.55899 1.22667 0.24831  0.009
H 5.47395 -0.95920 -0.79722  0.000
H 4.47071 1.85619 -1.01752  0.000
H 5.62348 -0.83159 1.48750  0.007
H 3.33678 0.20957 2.86993  0.019
H 3.47308 2.04332 1.21562  0.025
H 4.71522 -1.51073 2.85059  0.004
H 3.78817 -3.18845 1.59904  0.000
H 2.47489 -2.82144 -0.51022  0.000
H 5.01268 -2.85763 0.35063  0.000
H 4.86012 -0.07164 -2.21883  0.000
H 2.73324 -0.93209 -1.97101  0.000
P 1.70381 0.41734 1.19409  0.238
P -0.42970 -1.92074 -0.44560  0.152
C 1.21262 -1.40675 1.91064  0.179
C 0.38810 -2.43701 1.09098  0.032
H 0.79589 -1.28672 2.94576  0.006
H 2.16610 -1.95607 2.07634  0.010
H 1.06039 -3.24607 0.78487  0.004
H -0.35952 -2.91675 1.73408  0.002
C -1.87500 -2.98195 -0.66662  0.035
H -2.57720 -2.53264 -1.38080  0.003
H -2.37574 -3.12883 0.29994  0.000
H -1.55786 -3.96657 -1.05004  0.009
C 0.44873 -2.04108 -2.02353  0.019
H 1.19651 -2.84249 -2.04327  0.004
H 0.93438 -1.07776 -2.18768  0.003
H -0.25879 -2.19111 -2.85450  0.000
C 1.23998 1.72488 2.47700  0.028
H 0.49128 2.45009 2.08528  0.009
H 2.10163 2.30851 2.88062  0.005
H 0.76869 1.23051 3.34412  0.000
C 1.75076 1.44336 -0.53564  0.191
H 0.91321 1.32385 -1.25799  0.026
H 2.55941 1.02777 -1.16457  0.008
H 1.87446 2.53293 -0.35509  0.014
C -2.19326 1.78377 3.17988  0.006
C -2.59044 0.35634 2.83033  0.029
C -4.10349 0.06364 2.71163  0.002
C -1.71115 -0.30135 1.73610  0.209
H -2.16590 2.44724 2.31195  0.001
H -1.20125 1.77565 3.64241  0.000
H -2.90666 2.18348 3.91655  0.000
H -2.30856 -0.22585 3.72810  0.006
H -4.62789 0.63286 1.92871  0.000
H -4.27432 -1.00654 2.54652  0.000
H -4.59239 0.31864 3.66739  0.001
H -2.34737 -1.05368 1.22780  0.005
H -0.94067 -0.86092 2.29227  0.011

Values from the calculation:
Frontier orbital gap (spin up / spin down), hartree: 0.2425 / 0.2272
Total charge: +1
M, g/mol: 642.889
ΔE to the lowest compared entry with this formula, charge and spin, kJ/mol: 159.9
Energy, Ha: -1884.4769
HOMO level (spin up / spin down), Eh: -0.3124 / -0.3752
2S+1: 5